Below is a structure of composition C13H30FNO5Y in a non-equilibrium geometry, with properties calculated with ωB97M-V/def2-TZVPD.

The geometry in XYZ format:
```
51
Properties=species:S:1:pos:R:3:forces:R:3
H -0.793 1.667 -1.163 0.1272 -0.1164 -0.4661
H 1.695 -3.571 -0.716 0.2174 0.0295 -0.0773
H 4.364 -0.574 1.788 -0.3354 0.8846 0.3000
H 2.038 -1.281 -0.664 0.0312 -0.0230 -0.1025
F 0.691 -2.210 0.124 -3.5587 -1.0497 0.3816
H -0.538 1.177 2.897 0.3806 0.5467 0.6564
H 2.543 -0.113 1.541 0.5453 0.6193 0.2092
H 0.093 0.269 -0.585 0.0049 0.0215 0.5894
C 3.423 -0.687 1.250 1.3945 -1.1353 -1.4741
H 4.452 -1.060 -0.777 0.4774 -0.7431 0.8902
H 3.287 -3.642 -3.704 -0.9793 0.1865 -0.0155
H -2.267 4.130 -0.418 0.8428 -0.5543 -0.4803
H 3.674 -3.558 -1.177 0.7996 -0.0180 -0.5862
C 0.076 1.092 2.000 -1.8904 0.0158 1.8167
H -5.121 0.256 0.910 0.3639 -0.1502 0.0476
O 2.630 -5.647 -3.717 -0.0088 0.2664 0.1904
C -4.825 1.245 1.262 0.7636 -0.2430 -0.1130
H 2.205 -2.148 1.252 -0.1307 -0.4667 0.1298
O 2.564 -0.566 -1.028 -1.1744 0.7430 -0.8122
H 4.211 0.538 -0.405 -0.7301 0.5756 0.0922
O 3.118 -2.063 1.536 -0.3515 0.2252 -0.5177
H 3.447 -5.306 -1.125 0.2382 -0.1886 -0.0332
H -5.664 1.881 0.981 0.2951 0.3239 -0.1182
C -0.174 1.298 -0.346 -0.7052 1.2465 -2.2959
C -3.611 1.740 -0.929 0.0647 0.2792 0.3151
H 3.245 -6.187 -4.218 -0.2865 -0.1982 -0.0479
C -3.483 1.768 0.641 -0.9906 0.4398 -1.7536
C 3.171 -4.396 -1.658 1.0190 -0.6340 -0.7524
C -0.884 1.645 0.914 1.1671 -0.0124 1.1801
C 3.420 -4.592 -3.186 0.6186 0.7082 0.3514
C -3.411 3.287 1.058 0.6625 -0.1613 1.3685
H -4.776 1.246 2.350 0.1022 -0.0890 0.0040
H -3.465 3.312 2.146 -0.2087 -0.1228 0.2522
H -2.736 2.125 -1.452 0.0127 0.4120 0.3537
H -4.227 3.920 0.708 -0.5650 -0.8295 -0.2193
C -2.177 4.053 0.665 1.3051 -1.3798 -0.8807
H 0.280 0.024 2.084 0.2068 -0.1516 -1.1344
H 0.703 1.945 -0.384 0.3080 -0.4898 -0.0342
H -4.457 2.390 -1.153 -0.0504 -0.1595 -0.3433
H -2.263 5.125 0.841 0.3468 -0.1150 1.1565
C -0.854 3.280 1.173 -2.0002 -0.1546 -0.7570
C 3.719 -0.426 -0.277 0.6363 -0.5088 1.1681
H -0.689 3.459 2.235 -0.5675 -0.2336 0.1922
H 4.449 -4.771 -3.499 0.4497 -0.2753 0.9648
H 0.036 3.742 0.746 0.0234 -0.5101 -0.5164
H 0.991 1.673 2.110 -0.1549 -0.0425 -0.1960
O -2.370 -0.403 0.976 1.2667 0.2897 -1.1962
N -2.264 1.024 1.040 0.1961 -1.6542 0.8895
H -3.739 0.775 -1.419 -0.4080 -0.3030 0.5434
Y -1.552 -2.722 0.233 2.3908 4.7938 0.8390
O 1.818 -4.164 -1.461 -2.1617 0.1062 0.0415
```
Forces are in eV/Å.

- energy above the lowest of the compared OMol25 structures with the same formula, charge and spin (kJ/mol) = 168.06
- HOMO-LUMO gap (eV) = 4.13
- lowest unoccupied orbital energy (eV) = -6.555
- charge = +1
- electronic energy (eV) = -29443.066

Löwdin atomic charge list, values in e, 8 entries: 0.073, 0.013, 0.121, 0.013, -0.500, 0.084, 0.092, 0.056

---

Below is a structure of composition C13H31AuN5OS2, with properties calculated with ωB97M-V/def2-TZVPD.

The geometry in XYZ format:
```
53
Properties=species:S:1:pos:R:3:forces:R:3
H 2.960 0.579 -4.154 0.0016 -0.0012 -0.0031
H -4.063 -2.131 1.631 -0.0042 0.0036 0.0101
C -3.765 -0.394 -0.441 -0.0236 0.0140 0.0019
H 3.493 1.973 -3.176 -0.0005 0.0029 0.0018
H -2.786 -1.318 3.638 0.0036 0.0037 0.0048
C -2.734 -0.799 2.680 0.0041 -0.0081 -0.0152
H -3.462 -0.280 -1.482 0.0042 -0.0092 -0.0003
H 3.390 1.627 1.573 0.0002 0.0011 -0.0049
H 2.687 -2.982 -2.855 -0.0063 -0.0110 -0.0016
C 2.224 -1.508 1.772 -0.0009 0.0016 -0.0267
C -1.349 1.251 3.002 0.0038 -0.0027 -0.0132
O 1.318 0.533 0.826 -0.0717 0.1486 0.0917
H 1.902 -1.619 2.811 -0.0125 0.0003 -0.0096
C -3.927 0.976 0.202 0.0236 0.0038 -0.0251
H -0.194 2.251 -2.964 -0.0029 0.0091 -0.0036
H 1.231 3.192 -2.495 -0.0058 0.0058 -0.0017
H 1.529 -2.035 1.120 -0.0111 0.0051 0.0176
N 2.241 -1.045 -2.253 -0.0029 0.0055 0.0121
C 1.903 -2.474 -2.298 0.0024 0.0154 -0.0064
H 2.194 2.150 -4.369 0.0082 0.0062 -0.0007
H -2.558 -2.035 -0.412 -0.0586 -0.0166 -0.0069
H -4.736 -0.898 -0.437 -0.0023 0.0014 0.0076
H -1.610 1.302 4.063 -0.0052 0.0010 -0.0011
N 1.592 1.155 -2.649 -0.0143 0.0123 0.0128
H -1.950 3.209 2.338 -0.0018 0.0004 0.0088
H 4.061 -1.497 -1.369 0.0039 0.0008 -0.0002
H -4.517 1.606 -0.465 -0.0083 0.0025 0.0067
C -2.289 2.179 2.230 0.0093 -0.0147 0.0184
H -0.319 1.589 2.892 -0.0031 0.0015 -0.0037
C 2.267 -0.053 1.415 0.0182 -0.0334 -0.0245
H 1.859 -2.893 -1.291 0.0013 -0.0059 -0.0084
N -2.750 -1.254 0.209 0.0319 0.0154 0.0536
C 2.641 1.478 -3.638 -0.0109 -0.0204 0.0031
H 3.206 -1.973 1.697 0.0101 0.0075 0.0120
H 3.816 0.233 -1.683 0.0104 0.0010 0.0028
S -2.343 1.866 0.433 0.0285 0.0692 0.0237
C 1.331 -0.085 -2.273 0.0286 -0.0005 -0.0653
H 4.226 -0.878 -3.013 -0.0068 -0.0060 -0.0051
H 0.404 2.227 -1.276 -0.0108 -0.0038 -0.0108
H 4.126 0.200 2.216 -0.0042 0.0004 0.0045
C -3.025 -1.796 1.566 0.0105 -0.0092 -0.0072
H -2.392 -2.676 1.681 -0.0084 -0.0051 0.0003
N 3.346 0.633 1.744 0.0106 0.0053 -0.0086
S -0.365 -0.523 -1.909 0.0380 -0.0184 0.1095
N -1.401 -0.151 2.515 -0.0129 -0.0031 0.0388
H -0.710 -0.683 3.039 -0.0093 -0.0143 0.0075
H 0.961 -2.638 -2.812 0.0016 -0.0054 0.0002
H -4.440 0.944 1.159 0.0035 -0.0013 0.0018
C 3.675 -0.767 -2.080 -0.0081 0.0119 -0.0021
H -3.488 -0.018 2.716 -0.0100 -0.0043 -0.0026
Au -0.781 -0.159 0.364 0.0230 -0.1510 -0.1940
H -3.317 2.141 2.586 -0.0007 0.0042 -0.0061
C 0.689 2.266 -2.324 0.0370 -0.0156 0.0063
```
Forces are in eV/Å.

- energy above the lowest of the compared OMol25 structures with the same formula, charge and spin (kJ/mol) = 2.22
- HOMO-LUMO gap (alpha / beta) (eV) = 9.66 / 5.25
- lowest unoccupied orbital energy (alpha / beta) (eV) = -8.286 / -12.901
- charge = +3
- 2S+1 = 3
- electronic energy (eV) = -48817.821

natural (NBO) atomic charge list, values in e, 8 entries: 0.231, 0.256, -0.257, 0.232, 0.263, -0.259, 0.242, 0.433

---

Below is a cluster of 3 separate species, C13H31BClN2O5P in total, with properties calculated with ωB97M-V/def2-TZVPD.

The geometry in XYZ format:
```
54
Properties=species:S:1:pos:R:3:forces:R:3
H 5.459 1.135 -2.862 0.0999 0.0270 -0.0656
O 0.490 4.765 -0.538 0.1128 0.0445 -0.0644
C 0.860 -1.822 1.664 0.0498 0.0266 -0.0574
H -0.752 2.048 -3.517 -0.0139 0.0308 -0.0468
H -4.379 -4.189 5.657 -0.0250 -0.0605 0.0017
H 1.885 0.726 -1.244 -0.0170 0.2086 0.0367
Cl 3.071 4.719 -2.883 0.0203 0.0694 0.0293
H 2.744 3.011 -1.309 0.0193 -0.0492 0.0522
H 3.052 1.068 -3.152 -0.2107 0.0361 0.0353
H 0.646 1.884 -4.555 0.1243 -0.0814 -0.0226
H -0.578 -1.457 -2.837 -0.1375 -0.0747 0.0272
H 1.321 -0.086 -3.471 0.0220 -0.0114 0.0026
H 0.158 1.007 -0.865 0.0479 0.1439 -0.0041
B 1.026 2.953 -2.690 0.2362 0.2803 -0.2206
H 1.135 -2.592 2.387 -0.0627 -0.0238 0.0109
N -3.759 -3.213 3.906 -0.0136 -0.0805 0.0112
C -3.094 -3.538 2.768 0.0165 0.0381 -0.0461
H -4.880 -4.963 4.151 0.0010 -0.0147 -0.0117
C 2.579 3.035 -2.388 -0.1860 -0.0130 -0.3279
H -1.409 -0.321 4.194 -0.0546 -0.0897 -0.0104
C 1.141 -0.449 2.220 0.0318 0.0299 0.0088
H -4.429 -4.979 1.884 -0.0091 -0.0487 0.0330
N 0.497 -0.096 3.363 -0.0389 -0.0608 -0.0098
H 0.791 -0.603 -1.052 0.0103 -0.0200 0.0340
O 0.034 5.747 -2.733 0.1445 -0.2368 0.0726
H -5.685 -3.487 4.689 -0.0356 -0.0563 -0.0049
H 0.107 4.197 0.139 -0.0787 0.0430 0.2156
H -1.588 -0.005 -2.611 -0.1053 -0.0731 0.0048
O -1.534 3.897 -1.863 -0.0748 -0.2479 0.1018
C 0.319 1.832 -3.509 -0.3440 0.0849 0.1982
H 3.636 2.389 -4.143 -0.1448 0.0008 -0.0736
H -1.001 -0.442 -4.229 -0.1335 -0.0533 -0.0166
H -0.084 -1.012 5.149 -0.0644 -0.0681 0.0028
H -0.196 -1.940 1.424 -0.0261 -0.0642 0.0558
C -4.727 -4.007 4.639 0.0830 0.2097 0.0243
C 0.865 0.410 -1.449 -0.2088 -0.4212 0.0106
H 4.700 1.714 -1.370 0.0975 -0.1671 0.0090
C 4.861 1.932 -2.428 -0.4016 0.3184 0.1985
H -3.121 -5.691 2.849 -0.0559 -0.0236 -0.0014
C -0.463 -0.863 4.135 0.2485 0.3085 0.1459
O 1.917 0.330 1.683 -0.0108 -0.0115 -0.0571
H 1.456 -1.955 0.767 0.0383 0.0310 0.0142
C 3.496 2.062 -3.113 0.5655 -0.2744 0.2077
H -3.531 -2.297 4.259 -0.0201 0.0137 -0.0035
O -2.300 -2.755 2.268 -0.0583 -0.0892 -0.0148
H 0.742 0.826 3.689 -0.0122 0.0099 0.0041
P -0.138 4.353 -1.959 -0.2275 0.0214 0.0733
H -2.771 -4.989 1.261 0.0206 0.0423 0.0010
H 0.309 5.581 -3.640 0.0782 0.2456 -0.1728
C -3.377 -4.889 2.156 0.0350 0.0158 -0.0272
H -0.651 -1.825 3.677 -0.0218 -0.0108 -0.0907
C -0.755 -0.434 -3.167 0.3556 0.2578 -0.0832
C 0.504 0.402 -2.934 0.2014 -0.0721 -0.0707
H 5.401 2.877 -2.467 0.1326 -0.0399 -0.1192
```
Forces are in eV/Å.

- HOMO-LUMO gap (eV) = 9.23
- lowest unoccupied orbital energy (eV) = -0.128
- electronic energy (eV) = -49692.565

natural (NBO) atomic charge list, values in e, 8 entries: 0.212, -0.978, -0.733, 0.253, 0.200, 0.217, -0.069, 0.261

---

Below is a structure of composition C13H31BN5Sr, with properties calculated with ωB97M-V/def2-TZVPD.

The geometry in XYZ format:
```
51
Properties=species:S:1:pos:R:3:forces:R:3
H -1.998 -0.360 3.297 0.0030 0.0067 -0.0031
B 4.510 0.178 -1.787 -0.0672 0.1324 0.1790
C -2.377 -2.228 2.262 0.1080 0.0339 0.0198
H 0.497 5.479 -1.101 -0.0160 -0.0338 -0.0230
N 2.540 -0.706 -0.151 -0.0228 -0.1864 0.4059
H 1.223 4.510 0.164 0.0006 -0.0253 -0.0244
N -0.024 -3.123 0.318 -0.0160 0.0356 0.0523
H 1.466 4.136 -1.555 -0.1193 -0.1461 0.0158
H 0.578 -3.089 3.649 -0.0162 0.0060 -0.0064
H -0.759 -0.848 0.883 -0.0006 -0.0448 0.0271
H -2.261 -4.162 1.304 0.0042 0.0074 0.0070
C -1.552 -1.356 3.221 0.0132 -0.0365 -0.1015
H 0.962 -3.148 0.077 0.0329 -0.0053 -0.0006
H -1.267 1.719 0.007 0.0180 -0.0150 0.0468
H -1.581 -1.788 4.223 -0.0045 -0.0057 -0.0150
C -1.608 4.501 0.005 -0.1165 -0.0590 -0.0629
H -1.799 5.423 -0.551 -0.0055 -0.0200 0.0055
H -3.252 -0.787 1.074 -0.0081 0.0026 0.0116
H -2.842 -2.132 0.250 -0.0076 -0.0122 -0.0046
C -0.563 3.614 -0.681 -0.0701 0.2336 -0.0687
H -1.262 4.775 1.006 0.0118 -0.0040 -0.0139
C 0.717 4.452 -0.806 0.2491 0.2524 0.0598
H -0.880 0.070 -6.170 0.0060 -0.0026 -0.0231
H -0.214 2.567 1.128 0.0183 -0.0639 -0.0054
H -1.822 -4.151 2.994 -0.0037 0.0042 -0.0062
C -0.086 -1.256 2.801 -0.0429 -0.0285 -0.0172
H -0.127 0.510 1.598 0.0123 0.0076 0.0039
H 0.476 -0.679 3.535 -0.0001 -0.0090 -0.0019
Sr 1.697 1.549 -1.315 0.2809 0.0164 -0.4087
C -0.222 -3.569 1.705 0.0173 0.1229 0.0693
H -0.491 -3.755 -0.321 -0.0103 -0.0033 -0.0014
H -2.552 3.967 0.117 0.0182 -0.0016 0.0016
H 0.525 0.942 -6.828 -0.0181 -0.0290 -0.0227
H 1.584 -2.545 2.324 0.0422 0.0063 -0.0161
H 0.911 -0.653 1.034 -0.0445 -0.0345 0.0072
C 3.522 -0.494 -0.732 -0.2089 0.1539 -0.3782
H 4.265 1.381 -1.618 0.0164 0.0383 0.0253
H -3.349 -2.410 2.727 -0.0311 -0.0115 0.0247
C -0.327 2.291 0.062 -0.0437 -0.2503 0.2431
N 0.006 -0.500 1.502 0.0528 -0.0689 -0.0320
H 0.165 -4.582 1.859 0.0133 -0.0342 0.0195
C -1.711 -3.594 2.061 0.0048 0.0435 -0.0050
N -2.539 -1.503 0.983 0.0415 -0.0178 0.0407
C 0.203 0.170 -6.131 -0.0123 -0.0368 -0.1100
H -0.935 3.396 -1.693 0.0275 0.0243 -0.0002
C 0.547 -2.640 2.654 -0.1281 0.0411 -0.1248
N 0.937 0.850 -3.738 -0.1002 0.0247 0.0132
H 5.665 -0.023 -1.583 0.0920 -0.0418 0.0432
H 4.128 -0.166 -2.878 -0.0683 -0.0602 -0.0340
C 0.607 0.545 -4.792 0.1113 0.0848 0.2138
H 0.669 -0.777 -6.395 -0.0126 0.0094 -0.0251
```
Forces are in eV/Å.

- energy above the lowest of the compared OMol25 structures with the same formula, charge and spin (kJ/mol) = 15.49
- HOMO-LUMO gap (eV) = 7.86
- lowest unoccupied orbital energy (eV) = -2.313
- charge = +1
- electronic energy (eV) = -22941.727

natural (NBO) atomic charge list, values in e, 8 entries: 0.221, -0.564, -0.050, 0.239, -0.683, 0.213, -0.867, 0.146